Entry from OMol25: a molecular structure, C26H47F13LiO21P2 at a distorted geometry (ωB97M-V/def2-TZVPD).

```
110
Properties=species:S:1:pos:R:3:lowdin_charge:R:1
H 9.625 22.897 17.996 0.111
C 10.257 23.533 16.038 -0.044
H 10.322 15.443 16.768 0.093
H 16.111 12.403 17.468 0.111
F 3.996 17.012 19.935 0.070
H 14.434 17.843 17.746 0.080
O 12.117 11.946 18.039 -0.003
F 9.921 17.982 17.903 -0.165
H 11.628 28.617 20.019 0.124
O 10.737 12.917 19.613 0.103
H 9.830 30.344 20.627 0.071
H 7.513 22.009 11.542 0.070
C 12.479 10.761 18.784 -0.199
C 15.864 12.166 15.428 -0.077
O 15.081 22.384 18.462 0.080
C 13.984 10.669 19.082 -0.053
H 10.154 24.348 15.322 0.092
O 14.420 24.363 19.389 0.137
H 12.965 17.027 18.543 0.075
H 8.760 28.947 20.855 0.079
C 11.212 12.867 18.485 -0.573
H 11.204 23.183 19.756 0.061
H 9.651 24.568 17.883 0.128
H 14.305 11.435 19.789 0.084
C 8.456 21.668 11.971 -0.060
H 11.174 18.473 15.569 0.080
F 10.400 20.205 17.195 -0.209
H 7.815 19.598 12.320 0.127
O 15.244 14.161 16.732 0.041
H 12.708 18.130 14.998 0.104
C 10.148 14.788 17.622 -0.030
H 4.556 23.053 15.140 0.095
H 14.271 9.655 19.361 0.073
C 15.380 15.116 17.623 -0.630
H 14.727 20.440 17.646 0.120
H 12.380 19.765 15.514 0.085
C 6.171 17.816 20.041 0.001
H 5.510 21.568 15.173 0.095
O 13.109 23.122 17.931 0.049
O 4.407 19.342 19.962 0.134
F 9.836 18.927 20.146 -0.145
C 10.738 23.582 20.657 -0.033
F 6.774 18.984 16.366 -0.198
H 13.025 21.999 16.266 0.127
O 7.689 21.699 16.325 0.056
C 9.588 29.344 20.266 -0.078
C 4.758 18.031 19.490 -0.282
C 13.172 21.892 17.341 -0.189
H 8.678 20.030 10.726 0.123
F 7.480 17.117 17.237 -0.164
C 7.434 22.888 16.247 -0.539
P 10.154 19.453 18.629 0.272
C 14.624 21.504 17.430 -0.112
F 11.667 18.995 18.823 -0.140
H 12.575 21.161 17.886 0.110
F 6.458 18.011 14.301 -0.159
H 8.403 21.986 13.013 0.057
C 10.216 19.771 13.607 -0.518
H 10.943 28.613 21.686 0.123
F 8.567 19.876 18.387 -0.190
C 14.028 16.997 18.302 0.034
H 11.780 10.706 19.618 0.117
O 10.939 13.636 17.465 0.007
H 5.708 22.710 13.796 0.087
O 8.145 23.907 16.746 0.045
O 11.371 19.139 13.732 0.039
C 16.144 13.053 16.593 -0.221
H 10.111 22.581 15.527 0.066
H 12.215 9.976 18.075 0.116
H 11.309 23.513 16.323 0.058
H 14.792 11.970 15.448 0.082
Li 8.632 19.921 16.278 0.634
O 5.094 20.481 21.870 0.114
O 6.144 18.775 21.093 0.120
H 15.033 21.548 16.421 0.126
H 9.205 22.293 11.486 0.077
F 8.574 17.728 15.371 -0.162
H 14.571 16.977 19.246 0.091
C 9.432 23.690 17.275 -0.191
O 12.277 25.961 20.839 0.118
O 10.245 27.078 20.478 0.001
C 10.747 28.423 20.631 -0.212
H 4.675 18.085 18.405 0.154
F 5.449 17.167 16.113 -0.173
O 16.319 15.319 18.395 0.095
F 7.287 15.922 15.337 -0.172
C 5.202 19.581 21.048 -0.624
C 8.621 20.126 11.811 -0.150
F 10.525 20.935 19.263 -0.172
O 6.370 23.461 15.668 0.009
H 16.109 12.639 14.477 0.076
O 10.276 24.934 20.584 -0.019
H 16.348 11.191 15.376 0.081
H 11.383 23.318 21.495 0.105
O 14.262 15.767 17.463 0.010
C 11.961 18.923 14.964 -0.047
H 9.294 29.494 19.227 0.074
C 14.220 23.406 18.646 -0.502
H 7.020 17.919 19.366 0.117
H 14.490 10.731 18.119 0.056
C 11.081 25.996 20.594 -0.544
H 9.101 14.521 17.768 0.112
P 7.013 17.495 15.749 0.207
H 10.628 15.418 18.371 0.091
C 5.515 22.613 14.864 -0.008
H 6.176 16.868 20.578 0.144
H 17.150 13.466 16.517 0.124
O 9.560 20.234 14.573 0.001
H 9.748 23.129 20.711 0.101
O 9.871 19.705 12.339 0.055
```

Computed properties:
Total charge: -1
Orbital gap: 0.37564 Ha
HOMO: -8.35 eV
Electronic energy: -4588.0909 a.u.
E_LUMO: 1.9 eV
Energy above the lowest of the compared OMol25 structures with the same formula, charge and spin: 69.1 kcal/mol

***

Entry from OMol25: a single C6H8 molecule at a distorted geometry (ωB97M-V/def2-TZVPD).

```
14
Properties=species:S:1:pos:R:3:lowdin_charge:R:1
C -0.883 -1.050 -0.005 -0.174
H 0.962 -1.316 -1.263 0.121
H -1.413 -1.665 -0.715 0.108
C 0.729 0.761 -0.424 -0.287
H 1.263 1.343 -1.160 0.127
C -1.482 0.245 0.205 -0.122
C 1.500 0.015 0.576 -0.072
C -0.653 1.257 -0.105 -0.054
H -0.976 2.261 0.105 0.094
H 2.590 0.004 0.429 0.106
H -0.729 -1.637 0.867 0.099
H -2.578 0.455 0.317 0.118
H 1.075 0.075 1.600 0.121
C 0.595 -0.746 -0.428 -0.184
```

Computed properties:
SMILES string: C1=C[C@H]2C[C@H]2C1
Orbital gap: 0.37246 Ha
HOMO: -8.87 eV
Electronic energy: -233.3507 a.u.
E_LUMO: 1.3 eV
Energy above the lowest of the compared OMol25 structures with the same formula, charge and spin: 22.8 kcal/mol

***

Entry from OMol25: a gas-phase ion, C8H13F2N2 (charge +1) at a distorted geometry (ωB97M-V/def2-TZVPD).

```
25
Properties=species:S:1:pos:R:3:lowdin_charge:R:1
N -0.096 0.650 -0.347 0.170
H -2.687 0.697 1.448 0.123
H 2.593 1.897 0.338 0.069
N -1.352 0.222 -0.067 -0.372
H -3.360 0.309 -0.528 0.109
H -1.140 1.667 1.383 0.126
H 3.846 1.186 -0.653 0.098
C 0.767 -0.362 -0.274 -0.160
F 2.598 -0.643 0.963 0.026
C 2.234 -0.187 -0.292 -0.310
C 0.231 -1.641 -0.040 -0.010
H -0.307 -3.569 0.306 0.048
H 0.781 -3.473 -0.951 0.129
F -2.458 -1.891 0.070 0.156
C -1.589 0.665 1.358 0.091
C 0.530 -3.042 0.058 -0.032
H -2.511 1.828 -0.951 0.120
H 2.451 1.610 -1.498 0.113
H 2.693 -0.742 -1.037 0.136
C 2.753 1.244 -0.472 -0.011
C -1.353 -1.157 -0.134 -0.099
H 1.319 -3.381 0.822 0.143
H -1.045 0.045 2.070 0.130
C -2.433 0.753 -0.869 0.033
H -2.223 0.397 -1.977 0.173
```

Computed properties:
SMILES string: CC1=C(F)[N+](C)(C)N=C1[C@@H](C)F
Total charge: +1
Orbital gap (alpha / beta): 0.30368 / 0.30372 Ha
HOMO (alpha / beta): -13.36 / -13.36 eV
Electronic energy: -621.4520 a.u.
E_LUMO (alpha / beta): -5.1 / -5.1 eV
Energy above the lowest of the compared OMol25 structures with the same formula, charge and spin: 73.6 kcal/mol